Entry from the Open Molecules 2025 dataset: a structure of composition C36H48AsCdNO2S5Sb (the ωB97M-V functional and the def2-TZVPD basis).

Values from the calculation:
DFT total energy	-6240.34983	hartree

Structure (ORCA input):
```
! RIJCOSX wB97M-V def2-TZVPD def2/J DEFGRID3
* xyz 1 1
Cd -0.940 -0.247 -0.705
N -2.390 3.996 2.773
C -2.924 3.269 1.630
C -2.027 2.104 1.289
O -2.379 1.229 0.513
O -0.837 2.137 1.847
H -2.803 3.685 3.642
H -2.540 4.992 2.696
H -0.859 2.934 2.433
H -2.898 3.909 0.746
H -3.945 2.902 1.735
C 6.069 3.229 -0.083
C 5.103 3.548 0.864
C 3.818 3.040 0.744
C 3.493 2.224 -0.336
C 4.453 1.901 -1.284
C 5.744 2.407 -1.151
As 1.656 1.572 -0.433
C 0.747 3.099 -1.251
C 0.342 4.270 -0.619
C -0.274 5.270 -1.362
C -0.494 5.087 -2.727
C -0.099 3.914 -3.352
C 0.529 2.912 -2.617
C 0.992 1.607 -3.148
C 0.879 1.175 -4.464
C 1.379 -0.068 -4.826
C 1.980 -0.897 -3.884
C 2.073 -0.485 -2.563
C 1.587 0.767 -2.202
H 7.074 3.621 0.013
H 5.353 4.186 1.703
H 3.079 3.283 1.499
H 4.213 1.270 -2.130
H 6.494 2.154 -1.890
H 0.526 4.423 0.438
H -0.567 6.198 -0.886
H -0.968 5.871 -3.306
H -0.282 3.784 -4.412
H 0.411 1.802 -5.213
H 1.293 -0.399 -5.853
H 2.361 -1.867 -4.178
H 2.534 -1.134 -1.826
C 2.314 -3.319 2.788
C 1.855 -2.027 2.115
C 2.821 -1.689 0.978
C 1.845 -0.883 3.128
Sb -0.153 -2.180 1.303
C -1.520 -2.151 2.998
C -1.706 -0.703 3.437
C -2.871 -2.679 2.515
C -1.023 -2.986 4.176
C -0.354 -4.124 0.335
C -1.729 -4.205 -0.337
C -0.214 -5.311 1.287
C 0.745 -4.165 -0.732
H 3.255 -3.114 3.314
H 2.522 -4.100 2.060
H 1.609 -3.711 3.521
H 3.837 -1.635 1.389
H 2.606 -0.720 0.533
H 2.832 -2.438 0.189
H 2.878 -0.687 3.440
H 1.281 -1.133 4.027
H 1.444 0.044 2.710
H -2.104 -0.102 2.628
H -0.791 -0.232 3.793
H -2.434 -0.684 4.258
H -3.228 -2.176 1.613
H -3.614 -2.499 3.302
H -2.856 -3.750 2.327
H -0.116 -2.574 4.620
H -0.836 -4.027 3.917
H -1.793 -2.978 4.958
H -2.519 -4.430 0.375
H -1.701 -5.033 -1.057
H -1.999 -3.314 -0.901
H -0.956 -5.292 2.087
H 0.773 -5.396 1.732
H -0.391 -6.229 0.713
H 0.688 -3.328 -1.434
H 0.625 -5.082 -1.321
H 1.743 -4.192 -0.294
C -3.644 2.777 -1.965
S -2.481 1.553 -2.587
C -3.538 0.238 -3.053
C -3.061 -1.011 -3.118
S -1.418 -1.517 -2.765
S -4.206 -2.223 -3.630
C -5.572 -1.185 -3.857
S -7.041 -1.691 -4.341
S -5.205 0.477 -3.507
H -3.030 3.632 -1.681
H -4.194 2.410 -1.101
H -4.326 3.095 -2.751
*
```



Entry from the Open Molecules 2025 dataset: a cluster of 9 separate species, C36H48BN5O11 in total at a distorted geometry (the ωB97M-V functional and the def2-TZVPD basis).

Values from the calculation:
DFT total energy	-2527.06512	hartree

Structure (ORCA input):
```
! RIJCOSX wB97M-V def2-TZVPD def2/J DEFGRID3
* xyz 0 1
N -0.327 0.053 -0.408
H -0.514 0.644 0.419
H -0.660 0.456 -1.308
H -0.811 -0.844 -0.230
H 0.709 -0.096 -0.516
O 0.151 -1.350 4.692
C 1.325 -1.222 4.466
O 2.305 -1.477 5.292
B 3.605 -1.142 4.655
O 3.265 -0.685 3.303
C 1.953 -0.700 3.143
O 1.350 -0.396 2.160
O 4.544 -2.266 4.653
C 5.659 -1.907 5.262
O 6.636 -2.570 5.413
C 5.440 -0.501 5.861
O 4.250 -0.081 5.457
O 6.195 0.078 6.577
C -1.002 -3.781 -4.195
C 0.267 -4.379 -3.568
C 0.451 -3.517 -2.313
O -0.021 -2.226 -2.701
C -1.166 -2.425 -3.520
H -1.810 -4.456 -3.907
H -0.964 -3.742 -5.282
H 1.083 -4.263 -4.282
H 0.143 -5.434 -3.331
H 1.480 -3.459 -1.972
H -0.183 -3.835 -1.475
H -1.230 -1.569 -4.192
H -2.091 -2.446 -2.928
C -5.251 -0.204 -1.920
C -5.439 0.739 -0.742
C -4.081 0.759 -0.035
O -3.144 0.223 -0.988
C -3.796 0.134 -2.253
H -5.903 -0.014 -2.770
H -5.281 -1.262 -1.654
H -6.286 0.484 -0.104
H -5.646 1.746 -1.112
H -4.085 0.139 0.862
H -3.774 1.784 0.172
H -3.241 -0.564 -2.883
H -3.659 1.093 -2.776
C 2.908 3.723 1.320
C 2.100 4.881 0.771
C 1.431 4.321 -0.488
O 1.641 2.924 -0.494
C 2.147 2.496 0.791
H 2.914 3.754 2.411
H 3.942 3.650 0.987
H 2.635 5.820 0.635
H 1.297 5.145 1.467
H 1.891 4.763 -1.378
H 0.367 4.578 -0.513
H 2.792 1.630 0.680
H 1.290 2.225 1.410
N 2.366 -0.533 -0.990
C 3.153 0.202 -1.774
C 4.383 -0.236 -2.252
C 4.818 -1.509 -1.931
C 4.055 -2.241 -1.031
C 2.848 -1.722 -0.596
H 2.803 1.169 -2.120
H 4.962 0.404 -2.905
H 5.797 -1.823 -2.268
H 4.511 -3.127 -0.608
H 2.189 -2.257 0.076
N -1.477 -2.411 0.816
C -0.953 -2.868 1.962
C -1.668 -3.551 2.923
C -2.999 -3.829 2.665
C -3.589 -3.365 1.499
C -2.780 -2.639 0.629
H 0.095 -2.632 2.111
H -1.232 -3.903 3.847
H -3.560 -4.413 3.385
H -4.658 -3.498 1.406
H -3.193 -2.303 -0.315
N -0.582 1.454 -2.893
C -0.107 0.956 -4.037
C -0.136 1.641 -5.247
C -0.672 2.916 -5.235
C -1.225 3.449 -4.079
C -1.158 2.656 -2.942
H 0.441 0.020 -3.984
H 0.292 1.175 -6.122
H -0.701 3.530 -6.129
H -1.627 4.450 -4.047
H -1.423 3.050 -1.965
N -1.280 1.686 1.803
C -1.387 3.018 1.901
C -1.624 3.672 3.094
C -1.667 2.924 4.272
C -1.545 1.557 4.169
C -1.381 0.965 2.916
H -1.393 3.597 0.985
H -1.714 4.745 3.197
H -1.862 3.399 5.224
H -1.615 0.915 5.037
H -1.303 -0.115 2.930
*
```



| no. | gap between HOMO and LUMO (eV) |
| --- | --- |
| 1 | 6.6 |
| 2 | 9.0 |